81
Properties=species:S:1:pos:R:3:forces:R:3:lowdin_charge:R:1 method="wB97M-V/def2-TZVPD" largest_force_ha_per_bohr=0.0074 s_squared=0.76 e_above_lowest_kcal_mol=0.0 multiplicity=2
Cu 0.239432 -0.125612 -0.399536 -0.10 0.18 0.10 0.179
Se -0.122541 -0.790685 3.457681 0.00 -0.02 -0.07 0.293
P 1.880862 -0.681947 2.752699 0.03 0.13 -0.01 0.178
Se 2.262672 -0.892793 0.597446 0.35 -0.15 0.06 0.458
C 2.668231 0.895294 3.256086 0.05 0.06 -0.03 -0.403
C 2.152251 1.611483 4.331069 0.05 -0.03 0.07 -0.117
C 2.746382 2.801988 4.730530 -0.04 -0.05 -0.01 -0.082
C 3.859167 3.285617 4.060234 0.03 -0.03 -0.03 -0.087
C 4.378084 2.576244 2.984986 -0.05 0.02 0.04 -0.078
C 3.782533 1.392257 2.580290 -0.07 0.00 -0.02 -0.118
C 2.935839 -1.965806 3.514772 0.00 -0.05 0.00 -0.420
C 4.285115 -2.060418 3.172516 0.01 0.02 -0.02 -0.111
C 5.075149 -3.061844 3.710458 -0.03 -0.01 0.04 -0.079
C 4.526715 -3.981270 4.597131 -0.02 0.04 -0.04 -0.087
C 3.189199 -3.887649 4.945309 0.00 0.02 -0.02 -0.081
C 2.393859 -2.883382 4.405452 -0.01 0.02 0.04 -0.121
H 1.277978 1.232867 4.845089 -0.02 0.02 0.00 0.057
H 2.332147 3.352878 5.565044 -0.01 0.00 0.01 0.101
H 4.317868 4.216491 4.367873 0.00 0.01 0.00 0.101
H 5.237530 2.954499 2.446922 0.01 0.00 0.00 0.103
H 4.159307 0.875735 1.707805 0.00 -0.04 0.00 0.058
H 4.720007 -1.360088 2.471542 -0.01 0.03 -0.03 0.088
H 6.118809 -3.129138 3.432814 0.00 -0.01 -0.01 0.104
H 5.141113 -4.772249 5.006634 0.01 0.00 0.01 0.101
H 2.756478 -4.600459 5.635143 -0.01 -0.01 0.01 0.102
H 1.346689 -2.804240 4.669069 0.00 -0.02 -0.01 0.045
N -0.830019 0.057330 -2.205326 0.01 0.07 -0.01 0.049
C -0.262991 0.964079 -3.154806 -0.02 -0.12 0.13 -0.236
C -0.050908 0.542942 -4.458048 0.01 0.05 -0.04 -0.037
C 0.533319 1.394863 -5.382578 0.00 0.03 0.01 -0.091
C 0.898950 2.674401 -4.994488 -0.02 -0.04 0.03 -0.086
C 0.690063 3.081092 -3.684626 0.01 0.01 -0.01 -0.028
C 0.111071 2.242787 -2.734496 -0.01 0.01 0.09 -0.122
C -0.043843 2.694896 -1.319351 0.13 -0.05 -0.16 -0.206
C -0.392640 4.025988 -1.083460 0.00 0.03 0.08 -0.053
C -0.449100 4.530644 0.207420 0.00 -0.08 -0.03 -0.090
C -0.137845 3.703511 1.276935 0.02 -0.02 -0.05 -0.087
C 0.196563 2.372122 1.046849 -0.02 -0.01 0.03 -0.118
C 0.225633 1.838563 -0.240345 -0.15 -0.10 0.02 -0.138
H -1.119743 -0.811793 -2.638241 0.02 0.03 0.01 0.100
H -1.630754 0.465109 -1.715229 -0.10 0.03 -0.12 0.003
H -0.347180 -0.458662 -4.750030 -0.01 0.00 0.00 0.109
H 0.701002 1.056725 -6.396425 0.00 0.01 -0.01 0.101
H 1.362519 3.348632 -5.701860 0.00 0.01 -0.01 0.101
H 1.014223 4.065395 -3.372046 0.01 0.00 -0.02 0.113
H -0.636811 4.669769 -1.920282 0.00 0.01 0.00 0.108
H -0.730547 5.562727 0.372520 0.00 0.01 0.00 0.098
H -0.154807 4.087105 2.289906 0.00 0.00 0.02 0.101
H 0.422011 1.739529 1.900023 -0.05 0.05 -0.06 0.037
C -3.859786 1.439298 1.069755 0.08 -0.01 0.04 -0.391
S -3.570254 1.418794 -0.706235 0.00 0.04 -0.06 0.780
C -4.834924 0.245496 -1.220315 -0.07 0.01 0.03 -0.408
H -4.743309 2.025933 1.314832 -0.02 -0.01 -0.01 0.037
H -2.984106 1.892072 1.533682 0.00 0.01 -0.01 0.031
H -3.975031 0.424482 1.450552 0.01 0.01 0.01 0.026
H -4.674341 -0.728187 -0.755951 0.00 -0.01 -0.01 0.024
H -4.759580 0.142331 -2.301790 0.00 -0.01 0.00 0.032
H -5.832697 0.608340 -0.976570 0.00 0.00 0.01 0.037
C -2.789027 -2.974623 0.833156 0.03 0.04 0.06 -0.039
C -1.962406 -1.877898 0.676840 0.01 -0.08 -0.02 -0.163
N -0.882747 -1.911690 -0.111221 -0.22 0.00 -0.06 -0.001
C -0.597232 -3.038722 -0.755361 0.26 0.09 0.12 -0.099
C -1.359771 -4.193534 -0.654912 0.07 -0.11 -0.08 -0.201
C -2.483636 -4.145082 0.156875 -0.05 -0.02 -0.08 -0.005
C -1.000703 -5.426683 -1.401812 -0.24 0.20 0.07 -0.037
C 0.088836 -6.178754 -1.282380 0.27 -0.04 -0.02 -0.028
C 1.259427 -5.979805 -0.402921 -0.18 -0.01 -0.10 -0.266
C 2.245112 -6.955762 -0.347620 0.04 -0.09 -0.04 -0.013
C 3.326801 -6.713259 0.477472 0.04 0.05 0.07 -0.127
N 3.447463 -5.596499 1.189421 -0.08 0.00 -0.07 0.098
C 2.450763 -4.719874 1.059553 0.03 -0.07 0.07 -0.170
N 1.363160 -4.858625 0.310106 0.13 0.00 0.08 0.155
H -3.641068 -2.917374 1.496069 -0.01 0.00 -0.01 0.111
H -2.139142 -0.951040 1.206530 0.01 -0.01 -0.02 0.060
H 0.317189 -3.038353 -1.337466 -0.06 0.03 -0.06 0.121
H -3.103838 -5.025653 0.272662 -0.02 0.00 0.00 0.121
H -1.740282 -5.754774 -2.126824 -0.06 -0.05 0.09 0.113
H 0.147720 -7.064117 -1.906499 0.01 0.01 -0.01 0.106
H 2.172667 -7.864969 -0.928970 -0.01 0.00 0.01 0.108
H 4.127827 -7.438526 0.570441 0.02 0.00 0.00 0.108
H 2.536658 -3.795190 1.616763 0.00 0.00 0.01 0.070